1.
Formula: C3H6OS
Source: the Open Molecules 2025 dataset
Level of theory: the ωB97M-V functional and the def2-TZVPD basis

XYZ file:
```
11
Properties=species:S:1:pos:R:3:forces:R:3
C 1.364 0.166 0.305 4.11 0.04 1.63
C -0.130 0.431 0.712 3.73 0.07 2.11
C -0.837 0.147 -0.479 -0.40 -1.62 -4.72
H 1.352 -0.712 -0.277 0.02 -0.55 -1.17
H 2.343 -0.412 1.127 -3.33 2.58 -1.51
H 1.884 1.037 -0.303 -1.18 -1.92 1.44
H -0.200 1.422 1.130 -0.58 0.18 0.27
H -0.387 -0.363 1.389 -0.36 0.12 0.91
H -2.646 -1.322 -1.688 0.74 2.47 2.87
O -0.243 -0.012 -1.536 -1.00 0.65 0.17
S -2.500 -0.382 -0.381 -1.76 -2.03 -2.01
```
Positions in Å, forces in eV/Å.

Results
HOMO-LUMO gap, eV: 9.91
Strongest force on any atom, eV/Å: 5.00
Energy relative to the best compared isomer or geometry (same formula, charge and spin), kcal/mol: 65.5

Atomic partial charges in e from the Mulliken method, atoms 1 to 6: -1.007 -0.421 0.593 0.362 0.265 0.237

---

2.
Formula: C52H44BrCl3F5N4O2S2SiTi
Source: the Open Molecules 2025 dataset
Level of theory: the ωB97M-V functional and the def2-TZVPD basis

XYZ file:
```
115
Properties=species:S:1:pos:R:3:forces:R:3
Ti -0.572 0.245 1.096 0.38 -0.98 -1.10
C 3.284 0.243 -5.829 -0.04 -0.05 0.05
C 1.994 -0.485 -5.418 0.03 -0.02 -0.04
C 1.305 -1.076 -6.658 0.09 0.04 0.07
C 2.372 -1.636 -4.492 0.01 0.09 0.04
C 1.050 0.513 -4.748 0.00 -0.08 0.10
C 0.624 1.611 -5.510 -0.07 0.16 -0.05
C -0.212 2.577 -4.995 0.10 -0.05 -0.07
C -0.629 2.444 -3.679 -0.06 -0.23 0.22
S -1.634 3.511 -2.770 0.07 -0.05 0.14
C -1.454 2.440 -1.380 0.11 -0.05 -0.62
N -0.745 1.383 -1.593 -1.25 -0.46 0.27
C -0.240 1.356 -2.884 -0.69 -0.07 -0.95
C 0.608 0.390 -3.439 -0.21 -0.09 0.01
C -2.032 2.805 -0.100 -0.23 0.04 0.55
C -2.787 3.985 -0.019 0.16 -0.19 -0.12
C -3.363 4.381 1.167 -0.06 0.13 0.02
C -3.204 3.572 2.283 0.02 -0.04 0.00
C -2.451 2.415 2.196 -0.09 0.00 0.03
C -1.802 1.982 1.024 -0.46 0.57 -0.10
H 4.001 -0.465 -6.249 0.00 0.00 -0.02
H 3.738 0.723 -4.960 0.04 0.00 -0.01
H 3.092 1.013 -6.576 0.00 0.01 0.00
H 1.921 -1.867 -7.092 0.01 0.02 -0.02
H 1.137 -0.320 -7.424 -0.03 -0.01 0.00
H 0.341 -1.500 -6.378 -0.07 -0.07 -0.03
H 2.885 -1.261 -3.604 -0.02 -0.08 0.07
H 1.487 -2.198 -4.193 -0.04 -0.07 0.09
H 3.048 -2.319 -5.010 0.00 0.01 0.00
H 0.963 1.718 -6.532 0.01 -0.02 -0.01
H -0.520 3.423 -5.595 -0.01 -0.01 -0.01
H 0.898 -0.438 -2.808 0.05 -0.06 0.01
H -2.915 4.594 -0.906 -0.06 0.06 0.04
H -3.939 5.296 1.219 -0.01 -0.01 -0.02
H -3.677 3.836 3.223 -0.03 -0.02 0.00
H -2.406 1.802 3.088 0.12 0.09 -0.01
C 3.396 -3.783 0.340 -0.09 0.01 0.04
C 2.182 -3.534 1.187 0.05 -0.10 0.05
C 1.800 -4.418 2.192 -0.13 0.22 0.00
C 0.806 -4.038 3.072 0.10 -0.20 0.00
C 0.227 -2.789 2.908 -0.11 0.23 0.06
Br -0.879 -2.149 4.295 0.06 -0.06 0.02
N 0.464 -1.987 1.884 0.20 -0.10 0.10
C 1.437 -2.378 1.046 0.00 0.00 0.00
H 4.293 -3.571 0.925 0.02 0.01 -0.05
H 3.405 -3.133 -0.535 0.03 -0.03 -0.04
H 3.449 -4.823 0.018 0.00 0.00 -0.07
H 2.290 -5.377 2.301 0.04 0.01 0.03
H 0.501 -4.668 3.894 0.00 0.02 0.01
H 1.650 -1.695 0.235 0.00 0.00 -0.05
F 1.332 2.087 -1.402 1.70 0.78 0.59
C 2.119 1.548 -0.453 -0.17 -0.13 0.29
C 1.558 0.837 0.609 1.20 0.01 0.04
C 2.553 0.485 1.537 -0.20 0.20 -0.35
F 2.242 -0.145 2.689 -0.02 -0.13 0.19
C 3.908 0.742 1.418 -0.03 -0.02 0.00
F 4.766 0.351 2.370 0.08 -0.02 0.04
C 4.380 1.413 0.309 -0.12 -0.01 -0.01
F 5.680 1.667 0.163 0.14 0.04 -0.01
C 3.465 1.830 -0.632 -0.04 -0.03 0.00
F 3.880 2.519 -1.702 0.06 0.05 -0.08
Cl -3.297 -2.943 2.077 0.00 0.08 0.01
Si -2.856 -0.831 1.944 -0.88 -0.29 -0.08
Cl -3.899 -0.225 3.679 0.02 0.04 0.23
Cl -4.303 -0.298 0.456 -0.01 -0.10 0.03
C 0.584 4.663 5.730 0.17 0.06 0.13
N 0.312 3.971 4.487 -0.18 0.09 -0.12
N -0.028 2.635 4.464 0.24 -0.23 -0.11
C 0.189 2.139 3.201 0.12 0.47 0.11
O -0.132 0.960 2.882 -0.11 0.03 0.56
C 0.737 3.210 2.449 0.11 -0.02 -0.06
C 0.812 4.297 3.272 -0.24 -0.15 0.03
C 1.295 5.674 2.991 0.01 0.00 0.07
C -0.918 2.087 5.424 -0.23 -0.05 0.26
C -0.706 0.797 5.882 0.14 0.10 -0.05
C -1.595 0.245 6.791 -0.04 -0.01 0.02
C -2.672 0.983 7.256 0.00 0.01 0.01
C -2.871 2.278 6.800 0.00 0.00 0.02
C -2.001 2.834 5.878 0.02 -0.01 -0.11
H 0.266 4.044 6.562 -0.04 0.00 -0.01
H 0.037 5.605 5.764 -0.03 -0.04 -0.01
H 1.651 4.869 5.838 -0.01 -0.05 -0.03
H 0.972 3.179 1.403 0.03 -0.01 0.01
H 1.538 5.763 1.936 0.02 0.02 0.00
H 2.182 5.915 3.579 0.02 -0.01 -0.02
H 0.520 6.401 3.238 0.02 0.03 -0.04
H 0.137 0.233 5.511 0.01 0.02 0.01
H -1.441 -0.770 7.135 0.01 0.00 0.01
H -3.362 0.553 7.968 0.01 -0.03 -0.01
H -3.716 2.855 7.152 0.00 0.00 -0.01
H -2.171 3.831 5.491 0.01 0.00 -0.02
O -0.824 -1.371 -0.541 0.19 0.52 -0.03
S -1.723 -2.563 -0.765 -0.10 -0.49 -0.52
C -0.669 -3.962 -1.177 -0.23 0.02 0.20
C 0.589 -3.804 -1.724 0.07 0.21 -0.16
C 1.316 -4.925 -2.095 0.01 0.00 -0.02
C 0.791 -6.194 -1.894 -0.07 0.01 0.01
C -0.461 -6.344 -1.312 0.06 -0.09 -0.04
C -1.196 -5.226 -0.951 -0.10 0.15 0.17
C -2.474 -2.361 -2.406 0.06 0.20 0.15
C -3.061 -1.123 -2.633 0.18 0.11 0.07
C -3.702 -0.872 -3.834 0.01 0.02 -0.01
C -3.787 -1.868 -4.795 0.02 0.00 -0.02
C -3.241 -3.119 -4.544 -0.02 -0.02 -0.03
C -2.583 -3.373 -3.350 0.11 -0.08 0.03
H 0.987 -2.808 -1.866 0.00 0.06 -0.05
H 2.290 -4.806 -2.553 0.02 0.02 0.02
H 1.354 -7.068 -2.195 0.02 0.00 0.02
H -0.867 -7.334 -1.147 -0.01 0.01 0.01
H -2.177 -5.324 -0.500 0.01 -0.03 0.02
H -3.002 -0.366 -1.867 0.05 0.16 -0.02
H -4.132 0.104 -4.015 0.00 -0.01 0.01
H -4.278 -1.672 -5.739 -0.02 -0.01 0.02
H -3.321 -3.904 -5.285 0.02 0.00 0.01
H -2.161 -4.353 -3.174 0.03 0.02 -0.02
```
Positions in Å, forces in eV/Å.

Results
HOMO-LUMO gap (spin up / spin down), eV: 7.37 / 7.94
Expectation value of S²: 0.757
Strongest force on any atom, eV/Å: 1.96
Energy relative to the best compared isomer or geometry (same formula, charge and spin), kcal/mol: 2.2
Spin multiplicity: 2

Atomic partial charges in e from the Mulliken method, atoms 1 to 6: -0.235 -1.752 1.936 -1.859 -1.857 0.277

---

3.
Formula: C15H34N2O7
Source: the Open Molecules 2025 dataset
Level of theory: the ωB97M-V functional and the def2-TZVPD basis

XYZ file:
```
58
Properties=species:S:1:pos:R:3:forces:R:3
C 7.423 0.735 15.703 1.04 -0.13 0.40
O 6.986 -0.566 15.453 -1.28 -0.48 -1.64
C 7.904 -1.668 15.326 -0.10 1.52 0.64
C 7.280 -2.871 14.609 0.16 1.71 2.15
N 8.205 -3.977 14.856 -1.53 -0.27 -1.51
C 7.866 -5.057 13.939 0.93 -1.61 -0.39
C 8.610 -6.365 14.285 -0.32 1.68 0.91
O 8.131 -6.813 15.594 1.52 0.58 -0.89
C 6.880 -7.371 15.633 -1.04 -1.60 -0.96
H 7.613 0.965 16.752 -0.81 -0.24 0.71
H 6.657 1.395 15.297 0.50 0.24 -0.06
H 8.454 0.894 15.385 -0.12 0.26 -1.20
H 8.068 -1.703 16.403 1.00 -1.89 0.06
H 8.838 -1.464 14.801 0.08 0.64 0.07
H 7.039 -2.623 13.576 0.78 -0.29 -0.22
H 6.292 -2.894 15.069 -0.54 -0.98 0.22
H 8.080 -4.339 15.790 0.05 0.08 0.28
H 8.061 -4.797 12.899 0.51 0.35 0.03
H 6.833 -5.397 13.866 -0.70 0.54 0.53
H 9.669 -6.170 14.455 -0.03 -0.06 -0.07
H 8.501 -6.994 13.402 -0.29 -0.90 0.54
H 6.051 -6.733 15.328 -0.13 0.53 0.49
H 6.710 -7.891 16.575 0.02 0.59 0.30
H 6.795 -8.181 14.908 0.12 -0.31 -0.33
C 5.602 -4.371 17.760 -0.09 1.04 -0.25
O 4.592 -3.819 18.646 -0.75 1.78 -1.84
C 4.042 -2.547 18.108 0.21 -1.04 1.61
C 2.739 -2.191 18.891 0.12 1.36 -1.69
N 1.510 -2.696 18.312 0.69 -2.25 2.29
C 1.309 -4.116 18.695 -0.73 -1.77 -1.99
C 0.393 -5.044 17.717 -1.75 2.89 0.87
O -0.955 -4.929 18.185 -0.48 0.09 0.04
C -1.946 -5.816 17.499 2.03 0.73 0.98
H 6.373 -3.630 17.548 0.55 0.08 0.84
H 5.258 -4.474 16.731 -0.77 -0.81 0.04
H 5.994 -5.287 18.203 -0.15 0.22 -0.16
H 3.866 -2.470 17.035 -0.19 -0.91 -0.27
H 4.704 -1.692 18.248 0.42 -0.18 0.55
H 2.538 -1.123 18.811 0.88 0.27 0.37
H 2.742 -2.476 19.943 0.35 -0.23 0.09
H 0.796 -1.997 18.460 -1.03 -0.19 -0.80
H 0.827 -4.069 19.672 -0.06 -0.08 0.27
H 2.300 -4.568 18.709 0.06 0.23 0.40
H 0.593 -6.104 17.559 1.10 0.30 0.16
H 0.424 -4.385 16.849 0.31 -0.94 -1.00
H -2.098 -6.601 18.240 -0.32 -0.28 -0.54
H -1.419 -6.139 16.601 -0.62 -0.44 -0.15
H -2.867 -5.279 17.274 0.30 0.11 0.09
C 3.126 -3.954 13.513 0.05 0.14 -2.15
C 2.110 -4.494 14.428 -0.55 0.56 1.29
O 2.461 -5.848 14.573 -2.73 -0.66 1.69
C 3.359 -6.203 13.705 3.05 -1.47 -0.98
O 3.802 -7.301 13.489 -1.05 0.92 0.39
O 3.901 -5.101 13.171 1.06 0.87 -0.33
H 3.588 -3.142 14.074 1.08 -0.13 -0.90
H 2.723 -3.675 12.540 -0.04 0.84 0.29
H 1.081 -4.307 14.122 -0.04 -0.49 0.06
H 2.334 -3.955 15.349 -0.74 -0.52 0.65
```
Positions in Å, forces in eV/Å.

Results
Total charge: +1
HOMO-LUMO gap (spin up / spin down), eV: 8.19 / 3.22
Expectation value of S²: 0.754
Strongest force on any atom, eV/Å: 3.53
Spin multiplicity: 2

Atomic partial charges in e from the Mulliken method, atoms 1 to 6: -0.811 -0.296 -0.736 0.112 -0.395 -0.283

---

4.
Formula: CH4N2P
Source: the Open Molecules 2025 dataset
Level of theory: the ωB97M-V functional and the def2-TZVPD basis

XYZ file:
```
8
Properties=species:S:1:pos:R:3:forces:R:3
C -0.953 -1.656 -0.739 0.46 0.09 0.03
N -0.044 -1.109 -0.286 -1.74 -1.07 -0.94
P 1.314 0.157 0.316 0.60 -0.86 -1.32
N 0.321 1.300 0.860 -1.37 1.32 -2.30
H -1.813 -2.182 -1.232 1.13 0.65 0.78
H 1.475 0.317 -1.169 -0.37 0.53 1.61
H -0.461 1.832 0.439 1.03 -0.56 -0.42
H 0.160 1.342 1.811 0.25 -0.09 2.57
```
Positions in Å, forces in eV/Å.

Results
Total charge: +1
HOMO-LUMO gap, eV: 11.25
Strongest force on any atom, eV/Å: 2.98
Energy relative to the best compared isomer or geometry (same formula, charge and spin), kcal/mol: 1.1
SMILES string: C#[N+]PN

Atomic partial charges in e from the Mulliken method, atoms 1 to 6: 0.203 -0.166 0.213 -0.387 0.389 0.161